C42H39N2OsP2S4Si | the ωB97M-V functional and the def2-TZVPD basis

Orbital gap: 0.25266 Ha
E_HOMO: -9.54 eV

```
! RIJCOSX wB97M-V def2-TZVPD def2/J DEFGRID3
* xyz 1 1
Os 1.5233 0.3475 -0.7630
C 2.0423 3.2433 1.1502
Si 0.7551 2.2775 0.2311
C -0.4411 1.7483 1.5784
C -1.1893 2.6610 2.3422
C -1.9991 2.2365 3.3855
C -2.0564 0.8784 3.7075
C -1.3077 -0.0278 2.9767
C -0.5297 0.4057 1.8920
P 0.5727 -0.7096 0.9481
C 1.5769 -1.3463 2.3528
C 1.6728 -2.6808 2.7203
C 2.3957 -3.0511 3.8581
C 3.0426 -2.0905 4.6168
C 2.9800 -0.7500 4.2369
C 2.2540 -0.3860 3.1143
C -0.3907 -2.1586 0.3633
C -0.1773 -2.6177 -0.9370
C -0.8188 -3.7600 -1.4139
C -1.6890 -4.4624 -0.5929
C -1.9182 -4.0161 0.7029
C -1.2744 -2.8809 1.1740
C -0.2608 3.5609 -0.7441
C -0.1010 4.9082 -0.3935
C -0.8379 5.9301 -0.9910
C -1.7654 5.6332 -1.9725
C -1.9436 4.3120 -2.3598
C -1.2009 3.2927 -1.7566
P -1.4838 1.6205 -2.3240
C -2.5888 0.8003 -1.1930
C -2.9288 -0.5359 -1.4288
C -3.8982 -1.1428 -0.6486
C -4.5142 -0.4267 0.3782
C -4.1651 0.8932 0.6226
C -3.2043 1.5150 -0.1717
C -2.3749 1.7206 -3.8918
C -3.7616 1.6007 -3.9594
C -4.4102 1.7189 -5.1830
C -3.6785 1.9589 -6.3372
C -2.2947 2.0780 -6.2743
C -1.6435 1.9590 -5.0564
H 1.5951 4.0006 1.8073
H 2.7588 3.7403 0.4827
H 2.6023 2.5388 1.7768
H -1.1332 3.7252 2.1180
H -2.5662 2.9571 3.9675
H -2.6662 0.5349 4.5372
H -1.3198 -1.0671 3.2758
H 1.1722 -3.4448 2.1390
H 2.4481 -4.0959 4.1447
H 3.5842 -2.3771 5.5113
H 3.4819 0.0090 4.8283
H 2.1907 0.6614 2.8329
H 0.4844 -2.0724 -1.5901
H -0.6331 -4.0979 -2.4280
H -2.1883 -5.3537 -0.9575
H -2.6020 -4.5532 1.3505
H -1.4716 -2.5673 2.1868
H 0.6252 5.1774 0.3647
H -0.6770 6.9584 -0.6878
H -2.3399 6.4195 -2.4485
H -2.6637 4.0861 -3.1335
H -2.4419 -1.0894 -2.2244
H -4.1797 -2.1718 -0.8416
H -5.2723 -0.9050 0.9887
H -4.6410 1.4474 1.4240
H -2.9424 2.5520 0.0048
H -4.3404 1.4190 -3.0634
H -5.4876 1.6216 -5.2321
H -4.1870 2.0559 -7.2893
H -1.7224 2.2625 -7.1756
H -0.5638 2.0482 -5.0111
S 0.7414 -2.4306 -5.2760
C 1.8066 -1.9621 -4.2877
S 2.8787 -1.4398 -3.2870
S 0.2186 0.5860 -2.6899
S 3.7717 0.2213 -0.0225
C 4.2518 -1.3232 0.6992
N 4.8013 -1.3257 1.8973
C 5.4028 -2.5001 2.5531
C 4.7835 -3.7653 1.9908
C 4.8033 -3.7233 0.4773
N 4.1918 -2.4620 0.0290
H 4.8351 -0.4268 2.3515
H 5.2154 -2.4194 3.6206
H 6.4808 -2.4878 2.3937
H 3.7508 -3.8397 2.3305
H 5.3275 -4.6378 2.3532
H 4.2384 -4.5498 0.0524
H 5.8232 -3.7819 0.0949
H 3.8059 -2.4090 -0.8983
*
```

Atomic partial charges in e from the Löwdin method, atoms 1 to 2: 0.220, -0.217

C42H40BiN2O7P2 | the ωB97M-V functional and the def2-TZVPD basis

Orbital gap (alpha / beta): 0.28432 / 0.28438 Ha
Energy above the lowest of the compared OMol25 structures with the same formula, charge and spin: 0.0 kcal/mol
E_HOMO (alpha / beta): -10.68 / -10.68 eV

```
! RIJCOSX wB97M-V def2-TZVPD def2/J DEFGRID3
* xyz 1 1
Bi -0.3998 0.2006 -0.1235
C 0.8146 1.5016 3.4414
C -0.2676 0.5030 3.2512
N -0.6818 -0.0475 2.1166
C -1.7387 -0.8893 2.4108
C -1.9420 -0.8722 3.7482
N -1.0126 0.0038 4.2479
C -2.8433 -1.5617 4.7146
O -3.7458 -2.3780 4.2251
O -2.6837 -1.3355 5.8891
C -2.4671 -1.5819 1.3191
O -3.4008 -2.3290 1.5854
O -2.0206 -1.3288 0.1409
H 1.0350 1.9936 2.4996
H 1.7283 1.0283 3.8077
H 0.5025 2.2525 4.1677
H -0.9408 0.2075 5.2367
H -3.6937 -2.4230 3.2241
C -6.4973 3.7583 0.1235
O -5.4824 4.7423 -0.0846
C -4.2063 4.3461 -0.0673
C -3.2555 5.3807 -0.2555
C -1.9396 5.0617 -0.2685
C -1.4698 3.7303 -0.0709
C -0.0670 3.4834 -0.0613
C 0.9167 4.5624 -0.4430
O 0.4524 2.3830 0.2734
C -2.4400 2.7014 0.1181
O -2.1569 1.4369 0.3158
C -3.8049 3.0391 0.1124
H -7.4403 4.2923 0.0892
H -6.3814 3.2810 1.0973
H -6.4679 3.0063 -0.6657
H -3.6033 6.3968 -0.3780
H -1.2205 5.8595 -0.3968
H 0.5886 5.1150 -1.3215
H 1.8776 4.0951 -0.6504
H 1.0407 5.2761 0.3754
H -4.5057 2.2297 0.2476
C 3.5345 -2.6537 0.4887
C 3.8809 -1.2687 -0.0792
P 2.7570 0.1807 0.2321
C 3.1398 1.1784 -1.2654
C 2.3502 1.0036 -2.4018
C 2.6150 1.6961 -3.5757
C 3.6823 2.5809 -3.6283
C 4.4921 2.7466 -2.5126
C 4.2260 2.0490 -1.3416
C 3.5905 1.0506 1.5997
C 3.4995 2.4317 1.7709
C 4.0369 3.0361 2.8983
C 4.6561 2.2695 3.8787
C 4.7412 0.8938 3.7242
C 4.2106 0.2893 2.5914
C 2.4206 -3.3887 -0.2644
P 0.7164 -2.7437 0.0574
C 0.4384 -3.4844 1.7053
C -0.0991 -4.7550 1.9089
C -0.2482 -5.2583 3.1950
C 0.1628 -4.5139 4.2923
C 0.7440 -3.2678 4.0997
C 0.8683 -2.7555 2.8166
C -0.3093 -3.6447 -1.1541
C 0.1508 -3.6924 -2.4737
C -0.6284 -4.2454 -3.4818
C -1.8862 -4.7490 -3.1863
C -2.3661 -4.6746 -1.8863
C -1.5913 -4.1170 -0.8797
H 3.3011 -2.6081 1.5563
H 4.4370 -3.2623 0.4073
H 3.9520 -1.3407 -1.1662
H 4.8622 -0.9487 0.2757
H 1.5359 0.2825 -2.4064
H 1.9917 1.5398 -4.4466
H 3.8897 3.1290 -4.5381
H 5.3407 3.4174 -2.5542
H 4.8741 2.1870 -0.4850
H 2.9975 3.0340 1.0228
H 3.9711 4.1108 3.0132
H 5.0760 2.7439 4.7561
H 5.2240 0.2893 4.4812
H 4.2861 -0.7868 2.4885
H 2.3885 -4.4375 0.0333
H 2.6300 -3.3574 -1.3328
H -0.3998 -5.3621 1.0641
H -0.6823 -6.2396 3.3385
H 0.0362 -4.9054 5.2935
H 1.0929 -2.6953 4.9506
H 1.3188 -1.7792 2.6735
H 1.1236 -3.2924 -2.7337
H -0.2488 -4.2846 -4.4946
H -2.4948 -5.1860 -3.9676
H -3.3578 -5.0382 -1.6513
H -2.0135 -4.0316 0.1149
*
```

Atomic partial charges in e from the Löwdin method, atoms 1 to 2: 1.833, 0.034

C42H40FNO23 | the ωB97M-V functional and the def2-TZVPD basis

Orbital gap: 0.26788 Ha
E_HOMO: -9.14 eV

```
! RIJCOSX wB97M-V def2-TZVPD def2/J DEFGRID3
* xyz 0 1
C 7.2483 -0.2711 2.0797
C 6.5680 1.0911 1.8974
N 5.1351 1.0908 2.2317
C 4.3714 0.1792 1.3784
C 2.9327 -0.0349 1.8970
C 1.9087 0.9577 1.3412
C 1.4820 0.6391 -0.1365
O 2.1428 0.6340 -1.0736
O 0.1428 0.3920 -0.2338
C -0.2575 -0.1096 1.0393
C 0.5121 0.8090 1.9992
C 0.3591 0.4683 3.4830
C 0.5248 -0.9994 3.8905
F 1.1531 1.2663 4.2895
C 4.6820 2.4520 2.0585
C 3.8423 3.0885 3.1666
O 4.9037 3.0805 1.0997
H 6.8663 -0.8452 2.9216
H 7.0639 -0.8551 1.1732
H 8.3259 -0.1233 2.1101
H 6.8036 1.4592 0.8920
H 7.0505 1.7845 2.5931
H 4.8182 -0.8123 1.3460
H 4.3264 0.5037 0.3300
H 2.9210 -0.1226 2.9789
H 2.6351 -1.0195 1.5168
H 2.1991 2.0013 1.2360
H 0.1740 -1.1271 1.0419
H -1.3147 -0.1829 1.2701
H 0.0489 1.7821 1.7925
H -0.6634 0.7432 3.7361
H 1.5166 -1.2335 4.2732
H 0.3147 -1.7101 3.0912
H -0.1918 -1.2061 4.6858
H 3.1614 2.3151 3.5301
H 4.4574 3.4823 3.9709
H 3.2333 3.8469 2.6841
C -2.6905 3.8317 2.1184
C -3.2581 5.0246 2.3392
C -4.3799 5.1930 3.3221
O -4.8421 6.3043 3.4930
C -4.8636 4.0085 4.0218
C -4.2975 2.8175 3.7970
C -3.1593 2.6564 2.8351
O -2.6734 1.5474 2.6879
O -4.7068 1.7069 4.4101
O -2.8657 6.1257 1.7078
H -1.8808 3.6986 1.4143
H -5.6831 4.1376 4.7145
H -4.1364 0.9886 4.0734
H -3.4318 6.8472 2.0475
C -2.9513 0.3741 -5.7655
C -3.6711 0.3796 -4.6324
C -3.0158 0.2044 -3.2880
O -3.7063 0.2397 -2.2842
C -1.5786 -0.0014 -3.2512
C -0.8647 -0.0110 -4.3820
C -1.5057 0.1919 -5.7213
O -0.8002 0.1917 -6.7137
O 0.4483 -0.2006 -4.3630
O -4.9910 0.5411 -4.6388
H -3.4070 0.5016 -6.7371
H -1.1200 -0.1418 -2.2820
H 0.7457 -0.1573 -5.2926
H -5.2954 0.5079 -3.7019
C 6.5895 1.9263 -2.9772
C 5.3220 1.5142 -2.8198
C 4.6853 0.5597 -3.7928
O 3.5427 0.2056 -3.5944
C 5.4785 0.1090 -4.9351
C 6.7393 0.5270 -5.0853
C 7.3827 1.4577 -4.1028
O 8.5418 1.7863 -4.2884
O 7.5017 0.1452 -6.1120
O 4.5809 1.9313 -1.7979
H 7.0618 2.6104 -2.2860
H 5.0053 -0.5637 -5.6367
H 8.3635 0.5875 -5.9808
H 3.6923 1.5151 -1.8513
C -9.0617 -1.5605 -0.4685
C -8.5057 -1.1693 -1.6209
C -7.0574 -0.7927 -1.7052
O -6.6041 -0.4614 -2.7878
C -6.2588 -0.8350 -0.4894
C -6.8164 -1.2231 0.6640
C -8.2586 -1.6259 0.7469
O -8.7022 -1.9864 1.8207
O -6.1304 -1.2767 1.8052
O -9.1988 -1.0917 -2.7562
H -10.1040 -1.8366 -0.3941
H -5.2201 -0.5436 -0.5651
H -6.7638 -1.5882 2.4819
H -8.5682 -0.7879 -3.4381
C -0.8516 -5.5687 -1.0132
C -0.1271 -4.5248 -0.5919
C 0.4955 -4.5006 0.7743
O 1.1589 -3.5307 1.0980
C 0.2717 -5.6387 1.6534
C -0.4555 -6.6811 1.2323
C -1.0567 -6.7185 -0.1418
O -1.6923 -7.7017 -0.4714
O -0.6887 -7.7416 1.9997
O 0.0827 -3.4545 -1.3565
H -1.3032 -5.5995 -1.9947
H 0.7112 -5.6016 2.6403
H -1.2342 -8.3482 1.4602
H 0.6363 -2.8446 -0.8315
*
```

Atomic partial charges in e from the Löwdin method, atoms 1 to 2: -0.088, -0.241